{"formula": "C5H7NO3S", "method": "wB97M-V/def2-TZVPD", "de_lowest_kcal_mol": 43.92, "e_lumo_ev": [0.6, -2.1], "homo_energy_ev": [-6.05, -9.03], "spin_multiplicity": 3, "elements": ["S", "O", "O", "O", "N", "C", "C", "C", "C", "C", "H", "H", "H", "H", "H", "H", "H"], "coordinates": [[-1.4977, -1.1486, -0.4464], [2.9706, 0.5003, 0.3660], [-2.7765, -0.9154, 0.2986], [-0.5460, 2.6071, 0.3659], [0.6681, 0.5612, 0.5055], [-1.2468, 0.3217, -1.4198], [1.3584, -1.3906, 0.8506], [0.0278, -0.6109, 0.9602], [1.9312, -0.0369, 0.4414], [0.2118, 1.6895, -0.1871], [-0.7202, 0.1416, -2.3603], [-2.0353, 1.0151, -1.6081], [0.9884, 2.1508, -0.7364], [-1.3775, 2.5546, 0.7847], [1.7032, -1.8664, 1.7657], [1.1777, -2.0308, 0.0281], [-0.6405, -0.5693, 1.8263]], "forces_ev_per_a": [[0.4, 2.2, 1.0], [2.3, 0.4, -0.9], [0.6, -0.5, -0.1], [0.6, 2.5, 0.0], [0.0, 0.4, -0.4], [-0.9, -3.2, -1.9], [-1.2, 0.7, 0.8], [-2.3, -0.8, -1.3], [-1.6, 0.1, 1.3], [1.9, 0.0, 1.3], [0.5, 0.0, 0.4], [-0.7, 0.4, 0.7], [0.7, 0.2, -0.7], [-1.4, -1.3, 0.6], [0.3, -0.1, -0.3], [0.6, -1.1, -0.8], [0.4, 0.0, 0.0]]}

***

{"formula": "C4H12N2Si", "method": "wB97M-V/def2-TZVPD", "smiles": "C=C[Si@@](C)(N)NC", "de_lowest_kcal_mol": 25.58, "e_lumo_ev": 0.9, "homo_energy_ev": -8.61, "elements": ["Si", "N", "N", "C", "C", "C", "C", "H", "H", "H", "H", "H", "H", "H", "H", "H", "H", "H", "H"], "coordinates": [[-0.4225, -0.2183, 0.0953], [-1.4563, 0.7017, 1.3392], [-0.1198, 1.0318, -1.0314], [-1.4095, -1.6313, -0.6362], [1.8158, -1.9767, 0.7113], [0.8327, 2.1546, -0.9032], [1.4730, -0.7133, 0.6912], [-0.8431, -2.5231, -1.1121], [1.3166, -2.7931, 0.3045], [-0.6522, 1.0876, -1.8239], [-2.1262, -2.1164, 0.2050], [-1.5986, 0.1429, 2.1904], [-0.7952, 1.4174, 1.4826], [0.1497, 2.9926, -0.6322], [2.6232, -2.4159, 1.2171], [-2.1222, -1.3048, -1.2834], [1.5617, 1.9591, -0.0518], [2.1457, -0.0769, 1.2036], [1.2315, 2.2550, -1.9571]], "forces_ev_per_a": [[1.0, 1.0, 0.9], [0.6, -3.3, -1.4], [1.8, -0.9, 1.9], [1.0, -3.5, 3.3], [0.2, -0.5, 0.2], [-1.3, -0.6, -0.2], [-3.1, 0.2, -0.4], [-0.8, 1.7, 0.8], [-1.7, -0.9, -1.1], [-1.5, 0.3, -2.2], [1.9, 1.0, -1.5], [0.2, 0.7, -0.2], [0.6, 1.5, 1.0], [1.2, 0.2, -0.2], [1.8, 0.3, 0.7], [-1.8, 1.2, -2.3], [-0.6, 0.3, -1.5], [0.4, 1.0, 0.5], [0.4, 0.5, 1.6]]}

***

{"formula": "C4H13NO3", "method": "wB97M-V/def2-TZVPD", "smiles": "N[C@H](CO)CCO.O", "de_lowest_kcal_mol": 84.88, "e_lumo_ev": 0.7, "homo_energy_ev": -8.92, "elements": ["O", "O", "O", "N", "C", "C", "C", "C", "H", "H", "H", "H", "H", "H", "H", "H", "H", "H", "H", "H", "H"], "coordinates": [[0.4130, 2.7187, -0.1735], [-3.5122, 1.0722, -2.0358], [-0.6260, -2.7094, 1.0318], [1.4475, -0.2669, 1.9053], [0.1710, 0.2851, -0.4373], [1.0167, 1.5221, -0.7282], [0.3978, -1.9416, 0.5263], [0.2824, -0.4958, 1.0362], [1.4167, -2.3230, 0.9143], [-3.1421, 0.4356, -1.5488], [2.0068, 1.5136, -0.1873], [-0.6129, -0.1870, 1.5003], [1.2457, 1.6663, -1.8399], [1.3532, 0.5081, 2.4318], [-3.1628, 1.1964, -2.9221], [-0.4642, 2.7365, -0.5058], [2.2835, -0.5929, 1.4570], [-0.4075, -3.1400, 1.9272], [0.2645, -0.5114, -1.1994], [-0.7719, 0.6246, -0.5254], [0.4011, -2.1114, -0.6267]], "forces_ev_per_a": [[1.3, -0.8, 0.0], [-2.9, 4.5, -2.6], [-0.9, -2.5, 2.4], [-2.0, -3.3, -2.7], [3.5, -0.9, 0.8], [1.4, 0.6, 0.3], [1.6, -1.0, 0.2], [2.5, 0.8, -3.6], [-1.3, 0.4, -0.8], [2.6, -3.9, 2.3], [-0.8, -0.3, -0.7], [-1.0, -0.5, 0.9], [-0.5, -0.3, 1.3], [0.7, 3.2, 1.8], [0.3, -0.6, 0.4], [-1.4, 0.3, -0.4], [0.5, 0.8, 0.4], [-0.3, 1.2, -2.2], [0.3, 1.0, 0.1], [-3.7, 1.0, -0.2], [-0.1, 0.4, 2.2]]}

***

{"formula": "C5H11NO3", "method": "wB97M-V/def2-TZVPD", "smiles": "CC(=O)N(C)CC=O.O", "de_lowest_kcal_mol": 37.74, "e_lumo_ev": 0.6, "homo_energy_ev": -9.17, "elements": ["O", "O", "O", "N", "C", "C", "C", "C", "C", "H", "H", "H", "H", "H", "H", "H", "H", "H", "H", "H"], "coordinates": [[-2.2539, 2.3935, 0.8777], [-0.7591, 0.2613, 1.2365], [-2.0156, 0.7891, -2.5004], [0.7256, -0.2418, -0.3582], [0.0167, 0.7281, -1.2254], [0.9245, -1.2572, 1.8449], [-1.4252, 0.3918, -1.5285], [1.5257, -1.2088, -1.0563], [0.1451, -0.4748, 0.8645], [-1.7140, 1.9493, 1.5406], [1.9029, -2.0064, -0.4309], [1.9494, -1.5321, 1.5848], [0.6101, 0.8480, -2.1305], [-0.0945, 1.6321, -0.6038], [0.9545, -1.8465, -1.7776], [1.1143, -0.7263, 2.7860], [-2.0300, -0.2331, -0.8244], [0.4225, -2.1295, 2.2669], [-2.2614, 3.3253, 1.0884], [2.2623, -0.6621, -1.6544]], "forces_ev_per_a": [[-0.2, 0.0, -0.2], [-0.3, -0.8, 0.1], [0.6, 0.3, -0.2], [-1.4, -0.6, -0.4], [0.1, -0.2, 1.3], [1.1, -1.4, 1.8], [-1.3, -0.8, -0.4], [-0.4, -1.0, -1.3], [1.1, 2.3, 0.2], [0.0, -0.1, -0.1], [0.7, 0.5, 0.5], [-0.3, -0.2, -0.6], [-0.2, 0.3, 0.0], [0.3, 0.1, -0.6], [-0.1, 0.8, 0.2], [-0.5, 0.8, -0.4], [0.8, 0.2, 0.1], [-0.2, -0.2, -0.6], [0.0, 0.3, 0.2], [0.3, -0.5, 0.4]]}

***

{"formula": "C29H54F3I2N4O2", "method": "wB97M-V/def2-TZVPD", "e_lumo_ev": -4.5, "homo_energy_ev": -9.66, "total_charge": 1, "elements": ["I", "I", "F", "F", "F", "O", "O", "N", "N", "N", "N", "C", "C", "C", "C", "C", "C", "C", "C", "C", "C", "C", "C", "C", "C", "C", "C", "C", "C", "C", "C", "C", "C", "C", "C", "C", "C", "C", "C", "C", "H", "H", "H", "H", "H", "H", "H", "H", "H", "H", "H", "H", "H", "H", "H", "H", "H", "H", "H", "H", "H", "H", "H", "H", "H", "H", "H", "H", "H", "H", "H", "H", "H", "H", "H", "H", "H", "H", "H", "H", "H", "H", "H", "H", "H", "H", "H", "H", "H", "H", "H", "H", "H", "H"], "coordinates": [[1.1357, -2.1571, -3.4915], [-1.3814, -0.8115, 0.7743], [2.0811, 0.3949, 4.5030], [3.7971, 0.7213, 2.7975], [1.2563, -1.9320, 3.1678], [-2.9043, 3.5636, 0.0283], [-1.1372, 2.8286, -1.7099], [-0.0334, 5.8609, 3.9119], [3.2897, 0.5164, -0.7155], [3.4899, 1.6988, -1.2664], [-1.3298, -8.2764, -3.3093], [-0.3241, 6.9276, 6.2194], [-1.8442, 4.5341, -0.0664], [-0.4632, -7.7521, -5.6587], [0.5995, -7.0882, -2.2599], [0.4393, 6.9393, 3.0460], [-1.4390, -10.6174, -4.3328], [-0.5536, -0.5758, -1.2661], [2.7398, -0.0517, 3.3423], [2.1517, -0.3245, -0.5954], [0.4910, 3.6400, 4.9297], [-0.1867, 2.3422, -2.6707], [-0.8832, -3.2745, -1.2930], [-4.3268, 3.1389, 1.9950], [1.4651, 7.9126, 3.6216], [-0.9373, 6.2719, 4.9828], [2.4024, 2.3112, -1.9018], [-0.6024, -1.9335, -2.1366], [-0.5960, 3.8984, -0.8945], [2.3971, -1.2289, 2.6610], [1.0169, 4.9149, 4.2804], [-0.0278, -8.4170, -2.6635], [2.2178, -1.7247, 0.1474], [2.6431, 3.7761, -2.5397], [-2.0501, -9.5421, -3.4378], [-4.0653, 4.0940, 0.7241], [3.2059, -1.7747, 1.4104], [-1.3777, -7.4098, -4.4829], [0.8373, 0.1911, -1.2776], [1.0387, 1.5784, -1.9417], [-0.3846, -6.8882, -6.3249], [1.5194, -7.2708, -1.6977], [0.8656, -6.4798, -3.1287], [-3.0732, -9.3425, -3.7749], [-1.9434, -11.5723, -4.1574], [3.3073, 3.7146, -3.4604], [-1.3040, 0.1448, -1.7661], [1.5491, 4.6145, 3.3721], [0.1598, 3.1105, -3.4392], [-0.3761, -10.7733, -4.1344], [-0.5889, -4.1466, -1.9921], [-0.1840, 4.6985, -1.5969], [-4.9810, 4.0518, 0.0337], [-1.7037, 6.9393, 4.5742], [-1.5671, -10.3840, -5.3907], [1.8979, 8.5113, 2.8142], [4.2260, -1.2999, 1.2525], [-0.4207, 7.5103, 2.6784], [0.8737, 6.4823, 2.1478], [0.6800, -8.9672, -3.2942], [-0.0711, 7.9728, 6.0382], [2.6348, -2.4810, -0.6225], [-0.1548, -9.0013, -1.7473], [1.3160, 2.9404, 5.0879], [1.0091, 8.6129, 4.3223], [-3.8362, 5.1785, 1.0168], [-0.7288, 1.5199, -3.2740], [0.0382, 3.8331, 5.9053], [1.2163, -2.1438, 0.4823], [-4.7242, 2.1168, 1.6601], [1.7588, 5.3722, 4.9452], [-0.0745, -6.5099, -1.6216], [0.5690, 6.4084, 6.5719], [-2.1667, -9.9649, -2.4328], [-1.1473, -6.3877, -4.1623], [4.1415, 0.1113, -0.2748], [-1.0496, 6.9159, 7.0374], [-2.2084, 5.4847, -0.6150], [-2.4092, -7.3480, -4.8459], [-0.8628, -8.5734, -6.2544], [-5.0680, 3.6567, 2.6883], [-1.4949, -1.8439, -2.8626], [3.4086, -2.8922, 1.6199], [-1.4997, 5.3916, 5.3110], [0.1876, 3.5130, -0.1569], [3.2445, 4.3551, -1.7436], [-1.5245, 4.8685, 0.9938], [-3.3384, 3.0109, 2.5725], [0.5493, -8.0103, -5.3431], [-1.9743, -3.4312, -1.0125], [2.2909, 7.4027, 4.1228], [-0.2423, -3.3930, -0.3619], [1.6760, 4.3513, -2.6837], [-0.2489, 3.1475, 4.2928]], "forces_ev_per_a": [[-0.8, 0.0, 0.6], [0.5, 0.4, -0.9], [2.3, -0.7, -3.4], [-2.6, -1.3, 2.0], [2.8, 1.2, -1.5], [0.3, 1.2, 0.0], [1.6, 0.2, -0.5], [-0.1, 0.1, -0.4], [-2.0, -2.9, 0.9], [-3.0, 1.4, -1.7], [-0.3, 0.0, 0.1], [-0.1, 0.2, 0.2], [0.2, 0.4, -0.2], [0.0, 0.0, -0.3], [0.1, 0.1, -0.1], [0.0, -0.1, -0.1], [-0.1, -0.2, -0.2], [0.3, 1.2, -1.5], [-0.7, -1.7, -0.9], [-2.2, 2.0, -1.5], [0.0, 0.0, 0.1], [-0.1, -1.8, 0.0], [0.9, -0.9, -1.1], [0.3, 0.8, -0.2], [0.1, 0.3, 0.0], [-0.1, -0.3, 0.2], [-0.7, -2.1, 0.8], [-1.7, -0.5, 0.7], [-1.1, 0.6, 0.6], [0.4, 2.3, 1.9], [-0.3, 0.0, 0.1], [-0.1, 0.2, -0.1], [1.6, -0.3, -0.7], [0.6, -0.7, 1.6], [-0.1, -0.1, 0.3], [-0.2, -0.6, 0.7], [-1.6, -1.0, 0.7], [0.1, 0.2, 0.1], [3.3, 2.6, 0.2], [1.0, -0.9, 1.0], [0.0, 0.0, 0.0], [-0.1, 0.0, -0.1], [0.0, 0.0, 0.0], [0.1, 0.2, 0.0], [0.0, 0.1, 0.0], [-1.1, 0.0, 1.1], [1.3, -1.1, 1.0], [0.0, 0.3, -0.1], [-0.3, -0.8, 1.3], [-0.1, 0.0, 0.0], [-0.6, 1.3, 1.1], [-0.3, -0.9, 1.1], [1.4, 0.2, 0.9], [0.2, 0.0, -0.2], [0.1, 0.0, 0.1], [0.0, 0.0, 0.0], [-1.5, -0.3, 0.5], [-0.1, -0.1, 0.2], [0.0, -0.1, 0.1], [0.2, -0.1, 0.0], [0.1, -0.1, 0.0], [-0.7, 1.2, 1.0], [-0.2, -0.1, -0.2], [0.0, 0.1, 0.0], [0.1, -0.1, 0.0], [-0.6, -1.5, -0.2], [0.7, 1.4, 0.9], [0.0, 0.0, -0.1], [1.1, 1.1, -0.6], [0.6, 1.6, 0.5], [0.1, 0.0, 0.1], [0.0, -0.1, -0.1], [0.0, 0.0, 0.0], [0.1, 0.1, 0.0], [0.1, -0.1, 0.1], [-0.8, 0.7, -0.5], [0.0, 0.0, -0.1], [0.5, -1.5, 0.7], [0.0, -0.2, 0.2], [0.1, 0.0, 0.1], [0.8, -0.9, -0.9], [1.6, 0.0, 1.1], [-0.3, 1.7, -0.3], [0.1, 0.0, -0.1], [-0.9, 0.4, -1.1], [-0.9, -0.9, -1.2], [-0.2, -0.6, -1.6], [-1.5, 0.1, -0.9], [0.0, 0.0, 0.0], [1.4, 0.6, -0.4], [-0.1, 0.0, 0.0], [-0.8, 0.3, -1.2], [1.4, -1.0, -0.1], [0.0, 0.1, 0.0]]}

***

{"formula": "C20H25BrN2O5", "method": "wB97M-V/def2-TZVPD", "smiles": "O=C(COC(=O)C[C@@]12C[C@@H]3C[C@@H](C[C@@](Br)(C3)C1)C2)NC(=O)NCc1ccco1", "de_lowest_kcal_mol": 0.00, "e_lumo_ev": 0.5, "homo_energy_ev": -8.36, "elements": ["Br", "O", "O", "O", "O", "O", "N", "N", "C", "C", "C", "C", "C", "C", "C", "C", "C", "C", "C", "C", "C", "C", "C", "C", "C", "C", "C", "C", "H", "H", "H", "H", "H", "H", "H", "H", "H", "H", "H", "H", "H", "H", "H", "H", "H", "H", "H", "H", "H", "H", "H", "H", "H"], "coordinates": [[-1.6161, -2.3036, 1.3189], [2.7045, 2.5754, 0.4001], [1.7570, -1.0218, 2.5929], [4.4977, -0.2953, -0.4327], [1.7450, 1.1409, -1.0166], [0.6583, -4.3923, -0.6802], [2.9712, -2.0828, 0.9783], [3.2766, 0.1778, 1.4322], [1.6315, 2.0133, -0.1982], [-3.7006, 1.4397, -0.6884], [3.9595, 2.0102, 0.0342], [0.3167, -2.9204, -2.3093], [0.3568, 2.6137, 0.3280], [-3.0755, 0.1544, 1.3616], [1.3589, -3.2815, -0.3806], [3.9562, 0.5003, 0.2969], [-2.5563, 0.7744, -1.4521], [-1.2864, 1.6139, -1.3148], [-2.3082, -0.6245, -0.8844], [-0.8968, 1.7341, 0.1625], [2.5927, -1.0369, 1.7220], [-0.6625, 0.3266, 0.7317], [-3.3214, 1.5515, 0.7875], [2.1471, -3.2650, 0.8938], [1.1898, -2.3398, -1.3531], [-2.0519, 2.3904, 0.9304], [0.0272, -4.1636, -1.8444], [-1.9388, -0.4839, 0.5821], [-2.8212, 0.6892, -2.5111], [-0.4724, 1.1481, -1.8706], [1.4652, -3.2605, 1.7515], [-4.6136, 0.8502, -0.7948], [-1.4578, 2.6088, -1.7334], [2.9388, 0.9422, 2.0064], [-3.8948, 2.4331, -1.0986], [-0.3701, 0.3791, 1.7838], [-2.2296, 3.3960, 0.5419], [-4.1361, 2.0289, 1.3427], [0.5169, 2.8541, 1.3815], [-3.9794, -0.4531, 1.2757], [4.1672, 2.1737, -1.0275], [-2.8147, 0.2212, 2.4205], [-0.0340, -2.4700, -3.2158], [-1.7901, 2.4814, 1.9874], [1.6248, -1.3614, -1.4013], [0.2042, 3.5604, -0.1986], [-1.4976, -1.1149, -1.4278], [0.1416, -0.1690, 0.1853], [3.6293, -1.9076, 0.2246], [-3.2053, -1.2395, -0.9893], [-0.5899, -4.9500, -2.2300], [2.7763, -4.1593, 0.9527], [4.7098, 2.5134, 0.6463]], "forces_ev_per_a": [[-0.1, 0.2, -0.1], [0.1, 0.3, 0.2], [-0.3, -0.1, 0.3], [0.2, -0.1, -0.2], [0.1, 0.0, -0.1], [0.2, -0.3, 0.5], [0.1, -0.4, -0.5], [-0.2, -0.1, 0.5], [-0.3, 0.1, 0.0], [0.0, 0.0, 0.0], [0.2, -0.2, -0.4], [-0.2, -0.6, 0.1], [-0.3, -0.3, 0.0], [-0.1, 0.0, 0.1], [0.3, 0.9, -0.2], [0.1, 0.4, 0.0], [-0.1, 0.1, -0.2], [-0.1, -0.1, 0.0], [0.0, 0.0, -0.1], [0.3, 0.2, 0.0], [0.4, 0.5, 0.0], [0.1, 0.0, 0.0], [-0.2, 0.1, 0.1], [-0.3, -0.3, 0.1], [0.2, -0.3, 0.5], [0.0, -0.1, -0.1], [-0.3, 0.5, -0.8], [0.0, -0.4, 0.2], [0.0, 0.0, 0.1], [0.0, 0.0, 0.0], [0.1, -0.1, -0.1], [-0.1, 0.0, 0.0], [0.0, 0.1, 0.0], [0.0, -0.2, -0.1], [0.0, 0.1, 0.0], [0.0, 0.0, 0.0], [0.0, 0.1, 0.0], [0.1, 0.0, 0.0], [0.0, 0.0, 0.0], [0.0, 0.0, 0.0], [0.0, -0.1, 0.2], [0.0, 0.0, 0.0], [-0.1, 0.0, -0.2], [0.1, 0.0, 0.1], [0.1, 0.2, 0.1], [0.0, 0.1, 0.0], [0.0, 0.0, 0.1], [0.0, 0.0, 0.1], [0.0, 0.1, 0.2], [0.0, 0.0, 0.0], [-0.1, -0.2, 0.0], [-0.1, 0.1, 0.0], [-0.1, 0.0, 0.0]]}

***

Calculated M (g/mol), listed in the same order as above: 161.182, 116.240, 123.152, 133.147, 801.579, 453.333